2 unconnected molecules or ions with the total composition C2H6OS. Source: the OMol25 dataset; level of theory: ωB97M-V with the def2-TZVPD basis set.

Cartesian coordinates (Å):
C1 0.85802 0.19710 0.54974
C2 1.40713 -0.93064 0.13209
O1 0.90584 -2.17590 0.44621
H1 1.16118 1.15675 0.17887
H2 -0.02301 0.08915 1.18076
H3 2.25348 -0.97356 -0.54333
H4 0.79850 -2.25697 1.40702
S1 -3.05985 1.66854 -1.05702
H5 -2.19043 0.65398 -0.96482
H6 -2.11085 2.57156 -1.32951

Output
relative energy (zero: lowest compared OMol25 entry of this formula, charge and spin) = 0.646 eV
2S+1 = 1
HOMO-LUMO gap = 10.47 eV
SMILES = C=CO.S

A single C23H20O5S2 molecule at a distorted geometry. Source: the OMol25 dataset; level of theory: ωB97M-V with the def2-TZVPD basis set.

Cartesian coordinates (Å):
C1 -1.03422 -4.18443 4.77792
C2 -0.23827 -3.44461 3.70066
C3 0.98991 -4.32158 3.36953
S1 2.25258 -3.43880 2.42606
O1 2.71888 -2.22012 3.13775
O2 3.39803 -4.36014 2.24021
C4 1.49631 -3.01590 0.82042
C5 1.33866 -3.98310 -0.18241
C6 0.85984 -3.63180 -1.42819
C7 0.53492 -2.30784 -1.71696
C8 0.67857 -1.33875 -0.71328
C9 0.32727 0.00126 -1.05363
C10 -0.00863 1.13011 -1.38913
C11 -0.29605 2.48892 -1.79965
C12 -1.33748 2.74145 -2.77629
O3 -2.14792 1.77507 -3.28374
C13 -3.27034 1.40004 -2.39674
C14 -4.54298 1.05264 -3.13522
O4 -4.96278 -0.07964 -3.08797
O5 -5.12078 2.00950 -3.89019
C15 -1.53949 4.02278 -3.27939
C16 -0.73393 5.06348 -2.85232
C17 0.24386 4.86678 -1.86736
C18 0.45970 3.58388 -1.33712
C19 1.44425 3.47731 -0.24688
C20 2.66834 4.15002 -0.23530
C21 3.45680 3.83692 0.95069
C22 2.77927 3.02172 1.81447
S2 1.20808 2.55426 1.20026
C23 1.12948 -1.67448 0.57223
H1 -1.99198 -3.66674 4.94691
H2 -0.45299 -4.28086 5.69661
H3 -1.22450 -5.19836 4.40284
H4 -0.86789 -3.32225 2.80192
H5 0.07370 -2.48680 4.10271
H6 0.70913 -5.19860 2.77867
H7 1.46842 -4.64722 4.29041
H8 1.54369 -5.03848 0.00397
H9 0.69128 -4.39645 -2.20438
H10 0.13391 -2.11045 -2.72443
H11 -2.93627 0.56936 -1.80104
H12 -3.51497 2.22730 -1.67763
H13 -5.85480 1.57201 -4.33795
H14 -2.30231 4.28413 -4.02977
H15 -0.93704 6.09696 -3.18350
H16 0.77987 5.72608 -1.42801
H17 2.98805 4.72845 -1.09130
H18 4.48897 4.16503 1.04069
H19 3.16237 2.67433 2.75991
H20 1.29145 -0.87243 1.31494

Output
relative energy (zero: lowest compared OMol25 entry of this formula, charge and spin) = 0.132 eV
2S+1 = 1
HOMO-LUMO gap = 8.18 eV
SMILES = CCCS(=O)(=O)c1cccc(C#Cc2c(OCC(=O)O)cccc2-c2cccs2)c1

2 unconnected molecules or ions with the total composition C7H9F5N2O at a distorted geometry. Source: the OMol25 dataset; level of theory: ωB97M-V with the def2-TZVPD basis set.

Cartesian coordinates (Å):
C1 3.89592 0.49844 -0.49573
C2 1.02969 -1.26839 0.27302
C3 -0.12764 -5.25248 -0.57056
C4 -2.98208 1.38885 0.03155
C5 -1.85553 1.24490 1.09903
C6 -0.50870 1.59270 0.55845
C7 -0.12015 0.69360 -0.54446
N1 2.81103 0.32499 0.10958
N2 2.23297 -0.84908 0.33897
O1 -0.08247 -0.67793 -0.22997
F1 4.30418 1.75397 -0.67226
F2 4.58100 -0.29376 -1.26126
F3 0.84275 -2.48085 0.65449
F4 0.90988 -4.52112 -0.96283
F5 -1.14425 -4.43553 -0.48571
H1 -3.90658 1.26629 0.52971
H2 -3.00369 2.40369 -0.26852
H3 -2.84727 0.70373 -0.92375
H4 -2.09487 2.03238 1.88474
H5 -1.64604 0.21896 1.51122
H6 -0.48743 2.65776 0.16795
H7 0.02694 1.52677 1.51836
H8 -0.77631 0.64682 -1.36952
H9 0.94865 0.82527 -0.89250

Output
relative energy (zero: lowest compared OMol25 entry of this formula, charge and spin) = 0.000 eV
2S+1 = 1
HOMO-LUMO gap = 9.65 eV

A molecular structure, C25H63F2Hg2N4O19S2 at a distorted geometry. Source: the OMol25 dataset; level of theory: ωB97M-V with the def2-TZVPD basis set.

Cartesian coordinates (Å):
Hg1 -1.65576 -0.00491 -0.94502
Hg2 2.67771 1.95550 0.23618
N1 -3.14085 -0.04918 0.61824
S1 -4.84820 0.02122 0.64533
O1 -5.33021 1.26556 1.25385
O2 -5.62876 -1.17518 0.73472
F1 -5.05597 0.39598 -0.94558
S2 -3.27376 -0.50356 2.07963
O3 -3.70156 -1.85555 2.42128
O4 -3.33255 0.47642 3.16493
F2 -1.68530 -0.83514 2.38056
C1 0.99184 0.44194 -1.46002
O5 0.64214 0.68716 -0.33172
O6 0.21043 -0.04763 -2.20027
O7 2.06102 0.94471 -1.78766
C2 2.21416 1.40001 -5.78089
C3 1.68148 -0.09153 -5.54604
O8 2.19409 -0.79125 -4.40851
O9 1.80419 2.11793 -4.64331
H1 1.94603 1.78420 -6.76506
H2 3.30339 1.43442 -5.75809
H3 1.83851 -0.73575 -6.41114
H4 0.61621 0.08568 -5.39810
H5 1.74404 -0.37914 -3.66742
H6 1.98438 1.50031 -3.93080
C4 1.74408 -3.84563 -3.17089
C5 0.85939 -3.52240 -4.40875
O10 -0.14997 -2.61443 -4.14839
O11 2.49010 -5.01639 -3.25154
H7 1.26529 -3.81038 -2.19230
H8 2.59041 -3.17400 -3.02691
H9 0.47450 -4.50273 -4.68970
H10 1.30239 -2.86695 -5.15856
H11 0.23050 -1.73367 -4.11549
H12 3.09000 -5.03974 -2.50243
C6 -3.31513 4.11582 0.26097
C7 -2.69200 3.46044 -0.89182
O12 -1.83554 2.39970 -0.53177
O13 -2.37830 4.62597 1.21685
H13 -3.90592 3.31096 0.69830
H14 -3.92724 4.99509 0.06022
H15 -2.00987 4.26541 -1.16536
H16 -3.37390 3.10271 -1.66327
H17 -1.74918 2.57391 0.40833
H18 -2.59257 5.47401 1.61249
C8 3.21279 -2.06949 4.83681
O14 2.22924 -1.97639 3.82022
C9 0.85086 -1.71368 4.22902
C10 0.14405 -3.06288 4.61303
N2 0.16884 -3.40047 6.06583
C11 -0.38516 -4.69577 6.44584
C12 -0.19433 -5.00986 7.96112
O15 1.22234 -5.28073 8.21649
C13 1.55192 -6.23772 9.23532
H19 3.09643 -3.03378 5.33150
H20 3.24802 -1.21378 5.51106
H21 4.14476 -1.98447 4.27799
H22 0.31207 -1.44041 3.32175
H23 0.84298 -0.98579 5.04032
H24 0.72088 -3.86793 4.15777
H25 -0.89276 -3.27280 4.35024
H26 1.13860 -3.57251 6.28953
H27 0.27323 -5.45753 6.02828
H28 -1.42887 -4.72778 6.13318
H29 -0.84088 -5.82199 8.29359
H30 -0.47903 -4.21117 8.64606
H31 2.34685 -5.74951 9.79911
H32 1.97415 -7.08318 8.69218
H33 0.81953 -6.70415 9.89422
C14 0.02037 -2.63810 0.84825
O16 -0.97393 -2.13768 0.00026
C15 -1.48706 -3.20959 -0.87906
C16 -2.75094 -2.84549 -1.66288
N3 -2.32619 -1.74823 -2.50109
C17 -3.52040 -1.18510 -3.31432
C18 -3.21984 0.20558 -3.99220
O17 -2.47262 1.02178 -3.19928
C19 -1.76505 2.05548 -3.92062
H34 0.65553 -1.78961 1.10271
H35 0.71054 -3.34651 0.39006
H36 -0.45684 -2.88201 1.79739
H37 -1.71167 -4.07317 -0.25306
H38 -0.68586 -3.42536 -1.58590
H39 -3.61699 -2.61573 -1.04219
H40 -3.08670 -3.67403 -2.28650
H41 -1.56542 -2.09530 -3.06754
H42 -4.39379 -1.30688 -2.67364
H43 -3.75352 -1.70592 -4.24302
H44 -4.22448 0.62060 -4.07311
H45 -2.69021 0.12554 -4.94151
H46 -2.37521 2.75958 -4.48638
H47 -1.10585 1.72084 -4.72160
H48 -1.37188 2.86016 -3.29932
C20 0.29180 2.42758 2.69999
O18 0.87884 2.88861 1.46611
C21 0.97277 4.29393 1.50661
C22 1.19002 4.73090 -0.00154
N4 2.43640 4.24779 -0.57884
C23 2.36922 4.09086 -2.08963
C24 2.67553 5.40673 -2.83662
O19 3.87634 5.95469 -2.47627
C25 4.58266 6.78776 -3.41483
H49 0.23957 1.34455 2.81141
H50 -0.73542 2.78820 2.75339
H51 0.79337 2.76914 3.60546
H52 1.81321 4.68182 2.08219
H53 0.10977 4.91756 1.73988
H54 1.20399 5.81712 0.08797
H55 0.28765 4.44736 -0.54324
H56 3.16057 4.94410 -0.47488
H57 1.42249 3.66868 -2.42660
H58 3.08094 3.33653 -2.42510
H59 1.91726 6.16437 -2.63884
H60 2.74391 5.21690 -3.90779
H61 3.94548 7.41618 -4.03707
H62 5.03988 6.10573 -4.13168
H63 5.42150 7.19593 -2.85106

Output
total charge = +1
2S+1 = 1
HOMO-LUMO gap = 4.28 eV

A single CH3NO3S molecule at a distorted geometry. Source: the OMol25 dataset; level of theory: ωB97M-V with the def2-TZVPD basis set.

Cartesian coordinates (Å):
O1 1.10337 -1.42509 0.48631
N1 0.89400 -0.30624 0.13117
O2 1.58606 0.26780 -0.82050
C1 -0.38204 0.41548 0.36418
O3 -0.30246 1.65265 -0.13672
S1 -1.63101 -0.67896 -0.74608
H1 -0.57414 0.46143 1.50376
H2 0.47089 1.49220 -0.71209
H3 -1.16466 -1.87928 -0.07002

Output
relative energy (zero: lowest compared OMol25 entry of this formula, charge and spin) = 3.989 eV
2S+1 = 1
HOMO-LUMO gap = 8.83 eV
SMILES = O=[N+]([O-])[C@@H](O)S

A molecular structure, C28H52NO7PTi at a distorted geometry. Source: the OMol25 dataset; level of theory: ωB97M-V with the def2-TZVPD basis set.

Cartesian coordinates (Å):
Ti1 2.02356 0.31640 -0.80105
O1 4.15826 0.34690 -1.22925
C1 4.66696 1.64030 -0.92295
C2 3.71286 2.69730 -1.47875
N1 2.37636 2.48850 -0.90505
C3 1.33596 2.90070 -1.83995
C4 1.28836 1.82390 -2.97065
O2 0.82026 2.06470 -4.05375
O3 1.81546 0.70960 -2.59115
C5 2.25966 3.04150 0.44325
C6 2.22596 1.87380 1.47345
O4 2.10876 2.09460 2.65575
O5 2.32316 0.71250 0.93045
H1 4.14996 0.26620 -2.20005
H2 4.71776 1.69430 0.16995
H3 5.67846 1.75820 -1.33615
H4 4.08926 3.70690 -1.26515
H5 3.66026 2.57860 -2.56995
H6 0.35976 2.87180 -1.34355
H7 1.49856 3.90060 -2.26415
H8 3.09046 3.71250 0.69845
H9 1.33486 3.61760 0.55955
O6 0.02296 0.26040 -0.43045
P1 -1.12994 -0.06080 0.50355
C7 -0.97624 -1.81500 1.16475
C8 -2.28354 -2.50890 1.58625
C9 -2.12414 -4.03910 1.56365
C10 -0.70784 -4.44580 1.95665
C11 0.27856 -3.98930 0.87365
C12 -0.22684 -2.71330 0.18085
C13 -1.05664 0.98090 2.03735
C14 -1.22714 2.47820 1.78755
C15 -0.85324 3.26410 3.05265
C16 -1.29364 2.50890 4.31645
C17 -2.50674 1.64080 4.00555
C18 -2.09094 0.50150 3.06725
C19 -2.74424 0.17450 -0.39905
C20 -2.95414 1.61260 -0.88765
C21 -3.96334 1.63930 -2.03535
C22 -3.41394 0.93310 -3.28115
C23 -2.38284 -0.12190 -2.87685
C24 -2.80654 -0.80670 -1.58085
H10 -0.33174 -1.68130 2.04725
H11 -3.09904 -2.23560 0.91665
H12 -2.56754 -2.19630 2.59185
H13 -2.33134 -4.42910 0.56575
H14 -2.84684 -4.48800 2.24505
H15 -0.64994 -5.52780 2.07965
H16 -0.44984 -3.99020 2.91435
H17 0.38316 -4.77390 0.11965
H18 1.26106 -3.82590 1.31995
H19 -0.90594 -3.00780 -0.62085
H20 0.60086 -2.15260 -0.26045
H21 -0.04014 0.82620 2.42775
H22 -2.26474 2.68920 1.53575
H23 -0.61194 2.79530 0.94215
H24 -1.33804 4.24290 3.01265
H25 0.22466 3.42270 3.09325
H26 -1.52534 3.21420 5.11485
H27 -0.47814 1.87280 4.66755
H28 -3.27854 2.25510 3.53865
H29 -2.93514 1.22300 4.91665
H30 -2.97604 0.11480 2.55915
H31 -1.66314 -0.30990 3.65965
H32 -3.52614 -0.07080 0.32515
H33 -2.00614 2.03460 -1.22865
H34 -3.33614 2.23700 -0.08075
H35 -4.21024 2.67400 -2.26825
H36 -4.88204 1.15650 -1.69735
H37 -2.95014 1.65220 -3.95795
H38 -4.23484 0.46300 -3.82465
H39 -1.40824 0.34980 -2.72805
H40 -2.27384 -0.86260 -3.66835
H41 -2.14884 -1.65610 -1.39345
H42 -3.82474 -1.18800 -1.68685
C25 3.47836 -1.97490 0.81395
C26 3.38816 -2.52750 -0.59965
O7 2.44946 -1.74860 -1.35085
C27 2.30176 -2.17910 -2.71495
C28 0.83436 -2.11820 -3.11435
H43 3.97156 -2.69030 1.46935
H44 2.47496 -1.78210 1.20415
H45 4.04686 -1.04270 0.82655
H46 3.03436 -3.56960 -0.57495
H47 4.37576 -2.49910 -1.08305
H48 2.68126 -3.20300 -2.81345
H49 2.89966 -1.51820 -3.35945
H50 0.28776 -2.95990 -2.69975
H51 0.74316 -2.14100 -4.19585
H52 0.40306 -1.18380 -2.74975

Output
relative energy (zero: lowest compared OMol25 entry of this formula, charge and spin) = 0.652 eV
total charge = +1
2S+1 = 2
HOMO-LUMO gap (alpha / beta) = 8.62 / 10.39 eV
expectation value of S² = 0.752